[1]
Density functional theory data (wB97M-V/def2-TZVPD) for one molecule with the formula H3N3OS in a non-equilibrium geometry.

Values from the calculation:
HOMO energy (alpha / beta) = -0.3272 / -0.3272 Ha
Energy above the lowest of the compared OMol25 structures with the same formula, charge and spin = 510.3 kJ/mol
Orbital gap (alpha / beta) = 9.0 / 9.0 eV

```
! wB97M-V def2-TZVPD RIJCOSX def2/J DEFGRID3
* xyz 0 1
O -2.8307 -0.3008 0.0410
S 0.8738 0.9422 -0.0492
H 1.6322 -0.9443 -0.7041
N -1.2955 -0.5084 0.0766
H -1.2955 1.4881 -0.3633
H 2.2782 -0.7928 0.8497
N -0.8686 0.6446 -0.0033
N 1.5062 -0.5288 0.1526
*
```

=====

[2]
Density functional theory data (wB97M-V/def2-TZVPD) for C5H8B2F8N3ReS2 as an isolated structure in a non-equilibrium geometry.

Values from the calculation:
HOMO energy (alpha / beta) = -0.4549 / -0.4617 Ha
Energy above the lowest of the compared OMol25 structures with the same formula, charge and spin = 61.3 kJ/mol
Orbital gap (alpha / beta) = 5.8 / 6.4 eV

```
! wB97M-V def2-TZVPD RIJCOSX def2/J DEFGRID3
* xyz 1 2
F 0.3626 -3.1865 2.2001
Re 0.9131 -1.5070 -1.5750
F -0.2251 -1.7953 -0.0344
S -0.4630 0.3234 -2.1913
H -1.5391 2.9425 2.6151
C -0.3881 -3.8548 -3.0789
F 2.3612 -0.1564 -0.7844
H -1.8986 3.3578 0.9411
F 4.1083 -1.5800 -1.2732
H -2.4199 0.0191 -0.3060
H -1.7980 0.5531 2.1638
B 3.4458 -0.5249 -1.7526
B -0.1715 -1.9871 2.1753
C -2.1276 1.2681 1.4104
F 0.5917 -0.8956 2.2675
H 0.5281 3.4462 1.2103
N 0.0447 -2.9037 -2.4760
N 0.1727 1.8604 -0.0880
C -0.7182 1.0242 -0.5705
H -3.2079 1.3689 1.4864
C 0.0421 2.4737 1.2378
F -1.4841 -1.8298 2.3193
H 0.5569 1.8526 1.9739
F 2.4476 -1.1182 -2.8176
N -1.8151 0.7266 0.0819
C -1.4333 2.6098 1.5853
F 4.0674 0.5355 -2.2294
S -0.9524 -5.0770 -3.8615
H 0.9998 2.0546 -0.6293
*
```

=====

[3]
Density functional theory data (wB97M-V/def2-TZVPD) for C3H3FGaO2 as an isolated structure in a non-equilibrium geometry.

Values from the calculation:
HOMO energy (alpha / beta) = -0.9571 / -0.9129 Ha
Energy above the lowest of the compared OMol25 structures with the same formula, charge and spin = 47.6 kJ/mol
Orbital gap (alpha / beta) = 7.5 / 6.2 eV

```
! wB97M-V def2-TZVPD RIJCOSX def2/J DEFGRID3
* xyz 3 1
Ga 1.4626 -0.4923 3.3086
C 0.9247 -0.4149 1.4663
F -2.4141 1.7111 -1.4759
H -3.3439 1.6182 -1.1862
C -0.5490 -0.1237 -0.2025
H 0.7447 -1.4331 -1.3009
O -0.3594 -0.0778 1.1075
O 1.6063 -0.6227 0.4324
C 0.7578 -0.4800 -0.7491
H 1.1704 0.3153 -1.4001
*
```